No. 1
Computed, not measured: a structure of composition C27H18CdCl2F8N5O6S2, with ωB97M-V/def2-TZVPD.

Last column: natural (NBO) charge in e.
Atoms and positions in Å:
Cd (-0.2838, -0.5426, 0.2096)  1.6847
F (-0.0711, -6.1095, 0.9115)  -0.3364
C (0.5877, -4.9276, 0.9570)  0.4185
C (-0.0675, -3.7615, 0.6180)  -0.3552
C (0.6133, -2.5455, 0.6528)  -0.4874
C (1.9680, -2.5290, 1.0387)  -0.1729
C (2.5643, -3.7345, 1.4005)  0.4084
F (3.8484, -3.7787, 1.8562)  -0.3482
C (1.9066, -4.9459, 1.3644)  -0.3964
C (2.7097, -1.2312, 1.0613)  0.2107
C (4.1023, -1.1315, 0.9859)  -0.2456
C (4.6979, 0.1165, 0.9932)  -0.1654
C (3.9106, 1.2536, 1.0798)  -0.2663
C (2.5392, 1.0803, 1.1304)  0.0479
N (1.9646, -0.1202, 1.1161)  -0.5162
H (-1.1178, -3.8010, 0.3486)  0.2492
H (2.4021, -5.8598, 1.6577)  0.2319
H (4.7095, -2.0179, 0.9083)  0.2304
H (5.7761, 0.1976, 0.9279)  0.2097
H (4.3374, 2.2469, 1.0951)  0.2186
H (1.8617, 1.9237, 1.1859)  0.2232
F (0.0110, 6.3983, 1.2865)  -0.3112
C (0.3752, 5.1943, 1.7209)  0.7045
F (0.8675, 5.3213, 2.9568)  -0.3171
F (1.3538, 4.7375, 0.9279)  -0.3239
S (-1.0349, 4.0089, 1.7259)  2.2709
O (-0.4293, 2.7817, 2.1651)  -0.9481
O (-2.0339, 4.6256, 2.5417)  -0.9256
N (-1.5043, 4.0252, 0.2286)  -1.2491
S (-0.9327, 3.1731, -0.9579)  2.2828
O (-0.0680, 3.9111, -1.8292)  -0.9289
O (-0.5275, 1.8274, -0.6281)  -0.9976
C (-2.4892, 2.9491, -1.9175)  0.7218
F (-2.2198, 2.2517, -3.0191)  -0.3084
F (-3.0060, 4.1246, -2.2730)  -0.3118
F (-3.4003, 2.2832, -1.2046)  -0.3131
Cl (-3.9658, -3.0623, -2.7343)  -0.0445
C (-4.1777, -1.6398, -1.6744)  -0.2965
Cl (-5.7301, -1.7198, -0.8261)  -0.0288
C (-2.9732, -1.5647, -0.7045)  0.7428
O (-2.9963, -2.1976, 0.3444)  -0.6941
O (-2.0510, -0.8285, -1.1683)  -0.8371
H (-4.1951, -0.7710, -2.3201)  0.2303
N (-5.2483, 0.1492, 6.0063)  -0.3066
C (-4.4767, 0.1152, 5.1562)  0.2846
C (-3.5057, 0.0756, 4.0927)  -0.1453
C (-3.4867, 1.0660, 3.1202)  -0.1558
C (-2.5295, 0.9813, 2.1252)  0.0775
N (-1.6362, -0.0009, 2.0705)  -0.5053
C (-1.6671, -0.9567, 2.9962)  0.0738
C (-2.5799, -0.9591, 4.0334)  -0.2034
H (-4.1917, 1.8841, 3.1353)  0.2322
H (-2.4767, 1.7266, 1.3448)  0.2147
H (-0.9409, -1.7533, 2.8849)  0.2220
H (-2.5791, -1.7502, 4.7687)  0.2302
C (2.8295, -0.5357, -5.8021)  -0.6337
C (2.1859, -0.4754, -4.4459)  0.0138
C (1.4747, -1.5477, -3.9262)  -0.2609
C (0.8943, -1.4376, -2.6724)  0.0662
N (0.9828, -0.3381, -1.9298)  -0.5033
C (1.6591, 0.6980, -2.4242)  0.0442
C (2.2736, 0.6708, -3.6622)  -0.2172
H (2.6845, -1.5104, -6.2657)  0.2147
H (3.9016, -0.3460, -5.7286)  0.2205
H (2.4070, 0.2237, -6.4619)  0.2243
H (1.3644, -2.4651, -4.4904)  0.2132
H (0.3307, -2.2580, -2.2420)  0.2179
H (1.6928, 1.5872, -1.8075)  0.2146
H (2.8063, 1.5451, -4.0152)  0.2071

Its charge is -1. The highest occupied orbital energy comes out at -6.1 eV. The largest force on an atom is 0.472 eV Å⁻¹. For the LUMO energy, the calculation gives 1.97 eV.

No. 2
Computed, not measured: a cluster of 2 separate species, C6H10 in total in a non-equilibrium geometry, with ωB97M-V/def2-TZVPD.

Last column: natural (NBO) charge in e.
Atoms and positions in Å:
C (0.9267, -0.4554, 1.6233)  -0.5938
C (0.2207, -1.1213, 0.4947)  -0.2553
C (-0.1866, -0.3211, -0.7247)  -0.4510
C (1.0647, -1.3736, -0.7448)  -0.4187
H (1.4522, 0.3886, 1.3215)  0.2058
H (1.6772, -1.1813, 2.1998)  0.2081
H (0.1963, -0.1449, 2.4940)  0.2060
H (-0.4784, -1.8823, 0.7819)  0.2125
H (-0.1147, 0.8201, -0.8293)  0.2364
H (-1.0268, -0.7269, -1.3550)  0.2155
H (0.9244, -2.3054, -1.2998)  0.2227
H (2.0013, -0.8239, -0.7113)  0.2132
C (-2.0741, 2.2400, -0.7261)  -0.2505
C (-1.9631, 3.1017, -1.5545)  -0.2385
H (-2.1111, 1.2968, -0.1107)  0.2606
H (-1.8625, 3.8568, -2.2535)  0.2270

The energy above the lowest of the compared OMol25 structures with the same formula, charge and spin comes out at 361.79 kJ/mol. The highest occupied orbital energy comes out at -9.8 eV. The largest force on an atom is 4.742 eV Å⁻¹. For the LUMO energy, the calculation gives 1.12 eV.

No. 3
Computed, not measured: a structure of composition C4H9NO, with ωB97M-V/def2-TZVPD.

Last column: natural (NBO) charge in e.
Atoms and positions in Å:
C (-1.7541, 0.5073, 0.2715)  -0.6139
C (-0.8891, -0.4500, -0.5297)  -0.5747
C (-0.0257, -1.3068, 0.1545)  -0.0823
N (1.7954, -0.2916, 0.4190)  -0.7225
C (1.8140, 0.8380, -0.2255)  0.4615
O (1.1332, 1.0011, -1.3013)  -0.6720
H (-2.2407, 1.2420, -0.3762)  0.2170
H (-2.5461, 0.0160, 0.8574)  0.2045
H (-1.1284, 1.0601, 0.9819)  0.2047
H (0.1580, 0.2856, -1.0968)  0.4427
H (-1.3004, -0.8188, -1.4741)  0.2404
H (0.3734, -2.1783, -0.3601)  0.2119
H (-0.0501, -1.3941, 1.2368)  0.1973
H (2.2665, -0.2224, 1.3186)  0.3607
H (2.3941, 1.7119, 0.1241)  0.1246

The energy above the lowest of the compared OMol25 structures with the same formula, charge and spin comes out at 320.13 kJ/mol. The highest occupied orbital energy comes out at -8.4 eV. The largest force on an atom is 0.563 eV Å⁻¹. For the LUMO energy, the calculation gives 0.94 eV.

No. 4
Computed, not measured: an isolated molecule of C3H7N3O2 in a non-equilibrium geometry, with ωB97M-V/def2-TZVPD.

Last column: natural (NBO) charge in e.
Atoms and positions in Å:
C (-2.0642, -0.7552, 0.1527)  -0.4050
N (-0.7820, -0.9276, -0.4437)  -0.6201
C (0.0955, 0.1228, -0.3936)  0.6497
N (-0.2070, 1.2259, 0.1051)  -0.3849
N (0.8049, 2.2535, 0.2989)  -0.6556
O (1.4008, -0.0844, -0.8676)  -0.5137
C (2.1585, -0.8857, -0.1037)  0.6528
O (1.7663, -1.4453, 0.8516)  -0.5682
H (-2.5649, -1.7333, 0.1034)  0.1999
H (-2.0828, -0.5039, 1.2284)  0.1944
H (-2.6645, -0.0216, -0.3869)  0.2098
H (-0.3023, -1.8686, -0.3295)  0.4082
H (0.9580, 2.6590, -0.5802)  0.3439
H (0.2961, 2.9639, 0.8517)  0.3580
H (3.1876, -0.9996, -0.4867)  0.1308

The energy above the lowest of the compared OMol25 structures with the same formula, charge and spin comes out at 285.34 kJ/mol. The highest occupied orbital energy comes out at -8.6 eV. The largest force on an atom is 2.610 eV Å⁻¹. For the LUMO energy, the calculation gives 0.98 eV.

No. 5
Computed, not measured: a cluster of 13 separate species, C26H82N8O17 in total in a non-equilibrium geometry, with ωB97M-V/def2-TZVPD.

Last column: Löwdin charge in e.
Atoms and positions in Å:
C (2.3419, -1.8900, -2.6035)  -0.0766
O (2.5468, -1.2326, -3.9115)  -0.1677
C (2.2635, 0.1669, -4.0322)  -0.1931
C (0.8089, 0.5824, -3.7416)  -0.2138
N (0.5253, 2.0005, -3.5361)  -0.0548
C (0.5587, 2.9210, -4.7480)  -0.1666
C (-0.7003, 2.7440, -5.6277)  -0.1653
O (-1.8155, 3.1570, -4.7570)  -0.2266
C (-3.0594, 3.0864, -5.4163)  -0.1251
H (3.0549, -2.6749, -2.3512)  0.0827
H (1.3871, -2.3944, -2.4547)  0.0696
H (2.4159, -1.3114, -1.6828)  0.0575
H (2.4480, 0.5105, -5.0501)  0.1168
H (2.9644, 0.6615, -3.3597)  0.0998
H (0.5057, 0.0983, -2.8133)  0.0918
H (0.0400, 0.1676, -4.3935)  0.1078
H (-0.4413, 2.0541, -3.2483)  0.0700
H (1.3697, 2.4904, -5.3353)  0.1027
H (0.7628, 3.9533, -4.4637)  0.1139
H (-0.8703, 1.6808, -5.7973)  0.1185
H (-0.5395, 3.4346, -6.4555)  0.1221
H (-3.5102, 2.1086, -5.2469)  0.0531
H (-2.9782, 3.3029, -6.4815)  0.0860
H (-3.7030, 3.7871, -4.8844)  0.0874
C (-3.6008, -3.1626, 1.8924)  -0.0536
O (-2.6188, -2.4403, 2.7304)  -0.2261
C (-2.1595, -3.3527, 3.7424)  -0.1985
C (-1.0671, -3.0149, 4.8638)  -0.1825
N (-1.5711, -2.0203, 5.7926)  -0.0488
C (-2.2995, -2.6898, 6.9258)  -0.1763
C (-3.2904, -1.7504, 7.6973)  -0.2495
O (-4.3078, -1.2156, 6.9364)  -0.1942
C (-4.9739, -0.1204, 7.5527)  -0.0990
H (-3.3380, -4.2165, 1.8010)  0.0834
H (-3.6300, -2.7688, 0.8765)  0.0743
H (-4.6540, -3.0904, 2.1640)  0.0876
H (-1.8070, -4.2558, 3.2441)  0.1059
H (-2.9654, -3.7198, 4.3780)  0.1057
H (-0.2428, -2.6856, 4.2312)  0.0829
H (-0.5871, -3.8371, 5.3946)  0.1263
H (-2.0463, -1.2736, 5.3062)  0.0817
H (-1.5866, -3.1023, 7.6398)  0.1102
H (-2.8173, -3.6130, 6.6659)  0.0995
H (-2.6248, -0.9809, 8.0884)  0.1180
H (-3.7382, -2.3223, 8.5099)  0.1203
H (-4.3145, 0.7414, 7.6556)  0.0890
H (-5.4442, -0.4029, 8.4945)  0.0853
H (-5.8342, 0.0740, 6.9122)  0.0860
C (1.3150, -4.2221, 0.2511)  -0.0801
O (1.0665, -2.8024, 0.1762)  -0.2133
C (0.2842, -2.4533, 1.2912)  -0.2115
C (0.4761, -0.8989, 1.4192)  -0.1599
N (1.8248, -0.7035, 2.0030)  -0.0811
C (2.1853, 0.7215, 1.9227)  -0.1325
C (2.9343, 1.0581, 0.5968)  -0.1528
O (4.2983, 1.5046, 0.9484)  -0.2351
C (4.9972, 1.9680, -0.2124)  -0.0887
H (1.7646, -4.3724, -0.7305)  0.0768
H (0.3799, -4.7726, 0.1486)  0.0869
H (1.8814, -4.6108, 1.0974)  0.0999
H (0.7124, -3.0117, 2.1237)  0.1100
H (-0.7633, -2.7197, 1.1498)  0.0936
H (-0.1470, -0.4444, 2.1894)  0.1021
H (0.1538, -0.3985, 0.5060)  0.0996
H (2.3040, -1.2836, 1.3293)  0.0976
H (2.9561, 0.8488, 2.6828)  0.1219
H (1.2822, 1.3100, 2.0843)  0.1223
H (2.3476, 1.7797, 0.0284)  0.1094
H (2.8657, 0.2898, -0.1734)  0.1004
H (5.0649, 1.3034, -1.0737)  0.0944
H (5.9744, 2.3448, 0.0896)  0.0756
H (4.5074, 2.8595, -0.6041)  0.0667
C (-1.8113, -1.2798, -1.2077)  -0.1020
O (-2.7914, -0.2578, -1.3779)  -0.1611
C (-2.8283, 0.0121, -2.7613)  -0.2357
C (-4.2557, -0.2188, -3.1535)  -0.1829
N (-4.9738, 0.8315, -3.9264)  -0.0556
C (-6.3593, 0.4593, -4.3247)  -0.1984
C (-6.6433, -0.5971, -5.4456)  -0.1907
O (-6.1814, -1.9162, -5.1323)  -0.1967
C (-6.8723, -2.5114, -4.0507)  -0.1193
H (-1.9403, -2.2559, -1.6754)  0.1070
H (-1.9336, -1.5863, -0.1689)  0.0551
H (-0.8374, -0.7904, -1.2108)  0.0719
H (-2.2329, -0.6039, -3.4352)  0.1175
H (-2.4729, 1.0361, -2.8766)  0.1151
H (-4.8038, -0.2551, -2.2120)  0.1138
H (-4.3815, -1.2529, -3.4744)  0.1157
H (-4.9081, 1.7149, -3.4413)  0.1061
H (-6.8367, 1.3462, -4.7415)  0.1104
H (-6.9351, 0.2074, -3.4342)  0.0957
H (-6.0058, -0.1529, -6.2099)  0.1121
H (-7.6176, -0.5677, -5.9334)  0.1191
H (-6.5773, -3.5441, -3.8647)  0.0849
H (-7.9409, -2.6663, -4.1993)  0.0890
H (-6.5781, -1.9414, -3.1694)  0.0685
C (-2.5922, 1.2932, 2.5312)  -0.8709
O (-2.2499, 1.0549, 1.4250)  0.0695
N (-2.9172, 0.3482, 3.3137)  0.1988
N (-2.7032, 2.4986, 2.9546)  0.1752
H (-3.5826, 0.6599, 4.0066)  0.1183
H (-2.7280, -0.5963, 3.0099)  0.0808
H (-2.7394, 3.2206, 2.2493)  0.1205
H (-3.0802, 2.7700, 3.8515)  0.1099
C (8.9120, 2.8911, 0.2656)  -0.9187
O (8.8972, 1.7328, 0.1638)  0.0792
N (8.3264, 3.6278, 1.1255)  0.1914
N (9.4817, 3.5460, -0.6632)  0.1601
H (8.2673, 4.5873, 0.8156)  0.1045
H (7.8104, 3.1515, 1.8514)  0.1333
H (9.1482, 4.4947, -0.7577)  0.0872
H (9.7923, 3.0551, -1.4894)  0.1277
O (2.6707, -1.9878, 4.3207)  -0.0732
H (2.3452, -1.5502, 5.1074)  0.0221
H (2.3152, -1.4739, 3.5957)  -0.0426
O (5.4757, -1.1966, 1.5489)  -0.0417
H (5.9570, -1.2735, 0.7252)  0.0306
H (5.0810, -0.3252, 1.5158)  -0.0078
O (4.3371, 3.9326, 2.5779)  -0.0635
H (4.4935, 3.1794, 2.0083)  -0.0150
H (3.4905, 4.2769, 2.2935)  -0.0195
O (3.0756, -7.0230, -0.1938)  -0.0498
H (3.3336, -7.9391, -0.0910)  0.0320
H (2.4005, -7.0386, -0.8722)  0.0269
O (2.2829, 4.9056, 0.9703)  -0.0324
H (2.4460, 4.7491, 0.0402)  0.0448
H (1.3792, 5.2194, 1.0061)  0.0529
O (3.7097, 3.3688, -3.3716)  -0.0522
H (2.7760, 3.2269, -3.2156)  -0.0053
H (4.0539, 2.4991, -3.5749)  0.0175
O (6.7463, 4.8335, -1.2842)  -0.0380
H (6.2310, 5.2634, -0.6017)  0.0426
H (6.5526, 5.3296, -2.0796)  0.0461

The highest occupied orbital energy comes out at -8.5 eV. The largest force on an atom is 7.464 eV Å⁻¹. For the LUMO energy, the calculation gives 0.18 eV.